This record from the OMol25 dataset describes 2 unconnected molecules or ions with the total composition C9H14S. The level of theory is ωB97M-V/def2-TZVPD.

Results
Frontier orbital gap in eV: 9.73
F_max in eV/Å: 2.34
2S+1: 1

CARTESIAN COORDINATES (ANGSTROEM)
C 1.9184 -2.0493 0.3685
C 0.4263 -2.1806 0.1928
C -0.0819 -2.6491 -1.0382
C -1.4361 -2.5759 -1.3027
C -2.3062 -2.0804 -0.3435
C -1.8289 -1.6235 0.8769
C -0.4383 -1.5251 1.0367
H 2.1416 -1.8630 1.4188
H 2.3636 -1.2992 -0.2773
H 2.4041 -3.0025 0.1490
H 0.6986 -2.8434 -1.7633
H -1.8764 -3.0671 -2.1596
H -3.3838 -2.0480 -0.4875
H -2.5057 -1.3197 1.6600
H -0.1895 -0.9901 1.9543
C 1.3168 3.3310 0.2594
C 0.1127 3.1867 -0.6457
S -1.2153 4.3772 -0.2092
H 2.1140 2.6139 0.0594
H 1.0900 3.2401 1.3226
H 1.7539 4.3171 0.0803
H 0.4353 3.3613 -1.6695
H -0.4306 2.2483 -0.6027
H -1.0824 4.4413 1.1204